Record 1
86
Properties=species:S:1:pos:R:3:lowdin_charge:R:1 method="wB97M-V/def2-TZVPD" e_lumo_ev=0.69 e_homo_ev=-8.174
C 0.02 3.18 -1.29 -0.1150
C 0.03 1.97 -0.35 -0.2534
C 1.22 1.04 -0.55 -0.3154
N 1.54 0.33 0.70 -0.2535
P 2.78 -0.84 0.58 0.9614
C 1.88 -2.41 1.00 -0.3225
C 1.36 -3.16 -0.20 -0.4864
C 0.85 -4.56 0.09 -0.0379
N 1.31 -2.59 -1.32 0.1209
C 3.61 -0.60 2.25 -0.3127
C 2.64 -0.54 3.40 -0.2938
C 2.28 -1.70 4.10 -0.0771
C 1.27 -1.67 5.05 -0.0999
C 0.62 -0.48 5.34 -0.0634
C 1.00 0.70 4.70 -0.2685
C 0.30 2.00 5.01 -0.0527
C 2.00 0.65 3.74 -0.0241
H -0.54 2.98 -2.20 0.0560
H 1.03 3.52 -1.54 0.0674
H -0.48 4.02 -0.80 0.0705
H -0.90 1.41 -0.45 0.1049
H 0.08 2.33 0.69 0.0994
H 2.09 1.62 -0.85 0.0982
H 1.02 0.33 -1.37 0.0922
H 0.70 0.00 1.15 0.0775
H 2.52 -3.03 1.63 0.0749
H 1.01 -2.17 1.63 0.0749
H 1.58 -5.10 0.70 0.0793
H 0.65 -5.10 -0.82 0.0754
H -0.06 -4.48 0.69 0.0757
H 0.89 -3.20 -2.03 0.0524
H 4.18 0.32 2.17 0.0736
H 4.30 -1.44 2.39 0.0763
H 2.77 -2.64 3.87 0.1038
H 0.96 -2.58 5.55 0.0955
H -0.18 -0.47 6.07 0.1115
H 0.72 2.82 4.43 0.0725
H -0.76 1.93 4.75 0.0797
H 0.35 2.25 6.07 0.0789
H 2.28 1.55 3.20 0.1123
C -1.30 8.68 -8.06 -0.1155
O -0.47 7.62 -7.66 -0.1952
C 0.86 8.03 -7.40 -0.2095
C 1.55 7.08 -6.45 -0.1861
O 1.16 7.24 -5.09 -0.1231
C -0.08 6.68 -4.70 -0.1829
C -0.05 5.18 -4.51 -0.2138
O -0.07 4.50 -5.75 -0.1923
C 0.46 3.20 -5.66 -0.1100
H -0.97 9.12 -9.00 0.0877
H -2.30 8.27 -8.20 0.0871
H -1.34 9.46 -7.29 0.0882
H 0.87 9.04 -6.96 0.1266
H 1.43 8.06 -8.34 0.1278
H 2.62 7.33 -6.46 0.1277
H 1.44 6.05 -6.78 0.1233
H -0.88 6.96 -5.39 0.1234
H -0.29 7.13 -3.73 0.1280
H -0.93 4.88 -3.92 0.1237
H 0.85 4.91 -3.94 0.1214
H 1.49 3.21 -5.29 0.0901
H 0.46 2.78 -6.67 0.0872
H -0.15 2.56 -5.01 0.0843
C -1.77 -2.62 3.16 -0.0998
O -1.59 -4.00 2.92 -0.2024
C -0.69 -4.59 3.85 -0.2098
C -1.00 -6.06 4.03 -0.1825
O -2.12 -6.33 4.85 -0.1207
C -3.40 -6.16 4.27 -0.1837
C -3.82 -7.29 3.36 -0.2088
O -3.17 -7.20 2.10 -0.1973
C -3.14 -8.43 1.42 -0.1139
H -0.84 -2.06 3.03 0.0663
H -2.50 -2.26 2.43 0.0909
H -2.16 -2.44 4.17 0.0933
H -0.76 -4.09 4.82 0.1183
H 0.33 -4.48 3.47 0.1206
H -0.15 -6.50 4.56 0.1296
H -1.08 -6.56 3.06 0.1226
H -3.49 -5.20 3.75 0.1230
H -4.09 -6.15 5.11 0.1283
H -4.91 -7.23 3.21 0.1285
H -3.59 -8.24 3.84 0.1276
H -2.63 -9.20 2.02 0.0885
H -2.58 -8.28 0.50 0.0866
H -4.14 -8.78 1.17 0.0883


Record 2
101
Properties=species:S:1:pos:R:3:lowdin_charge:R:1 method="wB97M-V/def2-TZVPD" smiles=CNCP(C)(S)(CCCCCCCCOC)CCCCCCCOC.ClC(Cl)Cl.ClC(Cl)Cl.ClC(Cl)Cl.ClC(Cl)Cl.ClC(Cl)Cl.ClC(Cl)Cl e_lumo_ev=0.23 e_homo_ev=-7.839
C 4.36 3.19 -2.91 -0.1655
N 4.98 2.49 -1.72 -0.1972
C 4.09 2.62 -0.46 -0.3672
P 2.93 1.14 -0.19 0.5183
C 4.32 -0.02 -0.89 -0.2888
S 1.75 -0.66 0.09 0.3818
C 1.62 1.74 -1.44 -0.3538
C 0.91 3.18 -1.06 -0.2272
C -0.49 3.47 -1.93 -0.2000
C -0.38 3.04 -3.51 -0.2175
C -1.82 3.16 -4.33 -0.2103
C -3.11 2.60 -3.49 -0.2356
C -2.91 1.12 -2.81 -0.1686
C -3.93 0.83 -1.53 -0.2107
O -4.08 1.98 -0.62 -0.2663
C -5.52 2.25 -0.40 -0.1506
C 2.80 1.41 1.70 -0.3383
C 3.98 0.60 2.57 -0.2126
C 3.37 -0.48 3.64 -0.2147
C 3.26 -2.02 3.08 -0.2367
C 4.57 -2.56 2.25 -0.2110
C 5.02 -4.10 2.58 -0.1769
C 6.00 -4.73 1.37 -0.2262
O 5.39 -4.63 0.04 -0.2519
C 6.14 -3.74 -0.86 -0.1292
H 3.86 2.34 -3.57 0.0798
H 5.12 3.75 -3.60 0.0896
H 3.48 3.91 -2.60 0.0728
H 5.92 2.93 -1.52 0.1031
H 3.58 3.67 -0.44 0.0848
H 4.87 2.61 0.45 0.1064
H 4.33 -0.04 -2.08 0.0750
H 5.38 0.21 -0.43 0.0667
H 4.05 -1.14 -0.57 -0.0171
H 1.83 -1.33 -1.17 -0.0946
H 0.75 0.93 -1.43 0.0417
H 2.00 1.76 -2.57 0.0923
H 1.65 4.04 -1.40 0.0849
H 0.60 3.26 0.07 0.1191
H -0.63 4.65 -1.88 0.1241
H -1.37 2.96 -1.34 0.1024
H 0.01 1.95 -3.70 0.0992
H 0.41 3.76 -4.04 0.1202
H -1.77 2.51 -5.33 0.1155
H -2.03 4.28 -4.64 0.1073
H -4.09 2.53 -4.16 0.0820
H -3.38 3.44 -2.67 0.1000
H -1.82 0.94 -2.37 0.1005
H -3.04 0.32 -3.67 0.1219
H -4.95 0.47 -2.02 0.1290
H -3.42 -0.04 -0.90 0.1181
H -6.11 2.23 -1.42 0.0356
H -5.89 1.42 0.37 0.0808
H -5.70 3.33 0.06 0.0275
H 1.75 1.08 2.12 0.0093
H 2.88 2.58 1.92 0.1048
H 4.50 1.45 3.22 0.1164
H 4.81 0.19 1.86 0.0838
H 2.28 -0.19 4.02 0.0579
H 4.04 -0.50 4.62 0.1213
H 2.26 -2.25 2.47 0.0484
H 3.17 -2.72 4.05 0.1115
H 4.26 -2.53 1.10 0.0951
H 5.51 -1.86 2.39 0.1205
H 5.55 -4.23 3.64 0.1213
H 4.08 -4.83 2.61 0.1210
H 7.10 -4.34 1.44 0.1220
H 6.05 -5.89 1.63 0.1267
H 6.57 -4.29 -1.83 0.1040
H 6.97 -3.10 -0.35 0.0967
H 5.34 -2.96 -1.29 0.0858
C -0.72 -1.51 3.87 -1.4709
Cl 0.14 -1.29 5.40 0.5517
Cl -0.32 -0.20 2.74 0.5525
Cl -0.32 -3.08 3.15 0.5573
H -1.79 -1.48 4.06 0.0228
C -7.33 3.70 2.88 -1.5104
Cl -8.94 3.14 2.39 0.5195
Cl -6.21 2.34 3.01 0.5403
Cl -6.71 4.90 1.73 0.5380
H -7.41 4.18 3.86 0.0170
C -6.73 5.03 -3.61 -1.5069
Cl -5.82 4.56 -5.06 0.5358
Cl -7.62 3.64 -2.97 0.5448
Cl -5.65 5.70 -2.38 0.5262
H -7.45 5.80 -3.90 0.0173
C -2.61 -3.90 -0.08 -1.5103
Cl -3.90 -2.98 0.71 0.4836
Cl -3.23 -4.76 -1.50 0.4965
Cl -1.27 -2.84 -0.53 0.5083
H -2.23 -4.65 0.63 0.0177
C -7.17 -5.31 -1.71 -1.5168
Cl -6.17 -4.19 -0.77 0.4618
Cl -6.17 -6.60 -2.40 0.5094
Cl -8.46 -5.99 -0.70 0.5166
H -7.63 -4.76 -2.53 0.0192
C -0.45 -5.62 5.83 -1.5570
Cl -0.58 -6.92 4.64 0.5106
Cl -1.90 -5.56 6.85 0.5130
Cl 1.00 -5.83 6.83 0.5138
H -0.36 -4.67 5.30 -0.0600


Record 3
115
Properties=species:S:1:pos:R:3:lowdin_charge:R:1 method="wB97M-V/def2-TZVPD" e_lumo_ev=1.58 e_homo_ev=-5.767 total_charge=-1
P -21.37 -5.99 23.56 0.2893
F -20.37 -7.26 23.65 -0.1774
F -21.74 -6.53 22.03 -0.1783
F -22.50 -7.00 24.13 -0.1362
F -22.45 -4.71 23.43 -0.1772
F -20.94 -5.58 25.09 -0.1525
F -20.08 -5.21 22.99 -0.1568
C -24.73 -5.08 20.97 -0.0458
C -25.30 -6.01 22.10 -0.3920
C -24.83 -7.46 22.08 -0.2708
O -25.22 -8.11 23.20 -0.1436
C -24.69 -9.37 23.16 -0.1346
N -25.15 -5.42 23.43 0.0824
H -24.97 -4.02 21.08 0.0650
H -25.04 -5.47 20.00 0.0726
H -23.65 -5.07 21.11 0.0407
H -26.37 -6.04 21.89 0.1222
H -23.76 -7.47 21.84 0.1026
H -25.35 -7.95 21.25 0.1205
H -24.84 -9.78 24.16 0.0754
H -23.62 -9.31 22.93 0.0869
H -25.17 -10.04 22.44 0.0842
H -24.18 -5.16 23.45 0.0232
H -25.62 -4.55 23.25 0.0676
C -28.45 -4.28 27.34 -0.1035
C -27.42 -4.90 26.47 -0.4487
C -25.99 -4.54 26.97 -0.1859
O -25.10 -5.34 26.23 -0.2111
C -23.75 -5.17 26.60 -0.1120
N -27.64 -6.32 26.38 0.0594
H -28.40 -4.70 28.35 0.0775
H -29.48 -4.32 26.99 0.0719
H -28.33 -3.20 27.43 0.0715
H -27.54 -4.49 25.46 0.1329
H -25.84 -4.73 28.03 0.1170
H -25.77 -3.50 26.75 0.1261
H -23.19 -4.58 25.87 0.0639
H -23.17 -6.08 26.74 0.0737
H -23.76 -4.51 27.46 0.0714
H -27.55 -6.66 27.32 0.0643
H -28.62 -6.54 26.29 0.0647
C -23.85 -7.40 29.12 -0.0884
O -23.31 -8.40 28.24 -0.2382
P -24.34 -9.11 27.20 0.4851
O -24.98 -8.19 26.20 -0.1991
O -23.41 -10.27 26.54 -0.2326
C -22.33 -9.98 25.68 -0.1093
O -25.37 -9.90 28.15 -0.2113
C -24.92 -10.76 29.13 -0.1358
H -23.22 -6.51 29.08 0.0850
H -24.06 -7.81 30.11 0.0811
H -24.85 -7.17 28.75 0.0745
H -22.30 -10.56 24.76 0.0792
H -21.41 -10.04 26.26 0.0842
H -22.39 -8.95 25.33 0.0701
H -25.64 -11.56 29.25 0.0927
H -24.55 -10.25 30.02 0.0877
H -24.08 -11.29 28.67 0.0785
C -19.03 -12.76 21.23 -0.1052
O -19.14 -11.69 22.15 -0.2228
P -19.12 -11.95 23.73 0.5108
O -18.09 -12.94 24.23 -0.2639
O -19.14 -10.41 24.37 -0.2316
C -18.08 -9.51 24.14 -0.1105
O -20.67 -12.35 23.97 -0.2358
C -21.00 -13.70 24.19 -0.1184
H -18.92 -13.74 21.70 0.0859
H -18.15 -12.48 20.65 0.0896
H -19.83 -12.75 20.49 0.0886
H -18.46 -8.72 23.50 0.0752
H -17.28 -10.07 23.66 0.0801
H -17.70 -9.10 25.08 0.0799
H -21.87 -13.68 24.85 0.0895
H -20.25 -14.26 24.76 0.0829
H -21.22 -14.17 23.23 0.0882
C -18.44 -6.57 26.65 -0.0837
C -18.95 -7.74 27.49 -0.2941
O -20.05 -7.19 28.18 0.1440
C -19.83 -5.88 28.31 -0.5079
O -20.36 -5.16 29.12 0.1629
O -18.89 -5.46 27.39 0.0555
F -18.05 -8.11 28.45 0.0655
H -18.90 -6.57 25.66 0.1118
H -17.38 -6.76 26.52 0.1391
H -19.20 -8.57 26.84 0.1552
C -21.27 -2.89 21.11 -0.0646
C -22.30 -1.97 21.71 -0.3352
O -23.02 -1.48 20.64 0.1496
C -22.43 -1.80 19.48 -0.5349
O -22.82 -1.42 18.41 0.1457
O -21.32 -2.53 19.74 0.0885
F -21.59 -1.02 22.35 0.0659
H -21.57 -3.93 21.21 0.1087
H -20.32 -2.71 21.61 0.1370
H -22.98 -2.48 22.39 0.1614
C -19.59 -2.35 25.23 -0.0532
C -18.82 -2.08 26.56 -0.2853
O -19.85 -2.18 27.55 0.1578
C -21.02 -2.31 26.98 -0.5805
O -22.08 -2.47 27.54 0.1522
O -20.95 -2.27 25.64 0.0725
F -18.47 -0.81 26.59 0.0860
H -19.49 -3.36 24.84 0.1103
H -19.29 -1.73 24.39 0.1332
H -17.95 -2.73 26.64 0.1636
C -15.71 -5.02 21.72 -0.0563
C -17.14 -5.41 21.91 -0.3052
O -16.97 -6.78 22.39 0.1185
C -15.83 -7.30 21.94 -0.4993
O -15.49 -8.46 22.22 0.1201
O -15.10 -6.29 21.40 0.0740
F -17.82 -5.23 20.78 0.1013
H -15.33 -4.47 22.58 0.1382
H -15.67 -4.30 20.90 0.1414
H -17.67 -4.79 22.63 0.1535


Record 4
89
Properties=species:S:1:pos:R:3:lowdin_charge:R:1 method="wB97M-V/def2-TZVPD" e_lumo_ev="-7.02 / -6.98" e_homo_ev="-12.438 / -12.439" total_charge=+2
Ir 0.42 0.57 -0.25 1.1568
C -2.75 -3.99 4.03 -0.3492
Sb -2.20 -2.52 2.58 1.3278
C -0.58 -3.68 1.78 -0.3608
C -0.87 -1.33 3.88 -0.3322
C -1.70 -0.24 4.47 -0.3000
C -2.78 -0.66 5.24 -0.0756
C -3.70 0.22 5.78 -0.0565
C -3.56 1.57 5.55 -0.0681
C -2.48 2.03 4.83 -0.0607
C -1.52 1.16 4.29 -0.2431
C -0.32 1.87 3.69 -0.2721
Sb -0.19 2.29 1.59 1.3470
C -2.04 3.28 1.33 -0.2641
C 1.15 3.92 1.73 -0.2910
H -3.68 -3.69 4.51 -0.0015
H -1.98 -4.12 4.78 0.0147
H -2.92 -4.93 3.51 0.0083
H -0.06 -4.20 2.59 0.0077
H 0.12 -3.03 1.27 -0.0393
H -0.96 -4.43 1.09 -0.0001
H -0.01 -1.02 3.29 0.0306
H -0.56 -2.07 4.62 0.0664
H -2.90 -1.72 5.43 0.0920
H -4.53 -0.15 6.37 0.1173
H -4.28 2.27 5.95 0.1139
H -2.35 3.09 4.69 0.1109
H 0.62 1.38 3.95 0.0365
H -0.29 2.89 4.07 0.0688
H -2.05 4.11 2.04 0.0267
H -2.85 2.59 1.55 0.0279
H -2.14 3.67 0.32 0.0154
H 0.66 4.73 2.26 0.0280
H 1.46 4.27 0.75 0.0075
H 2.04 3.62 2.30 0.0037
N 0.66 1.68 -2.01 -0.1029
C 1.30 0.79 -3.03 -0.1968
C 0.49 -0.49 -3.08 -0.1844
N 0.42 -1.02 -1.71 -0.0747
H -0.28 1.92 -2.31 0.1236
H 1.17 2.55 -1.93 0.1102
H 2.32 0.59 -2.70 0.1056
H 1.34 1.28 -4.00 0.1410
H 0.94 -1.19 -3.79 0.1371
H -0.52 -0.28 -3.43 0.1363
H 1.19 -1.66 -1.51 0.0961
H -0.45 -1.52 -1.53 0.1106
F -1.37 -0.08 0.08 -0.5686
O 2.15 -0.31 0.51 -0.4806
P 3.65 -0.37 0.92 0.5907
N 3.85 -0.27 2.55 -0.1698
C 3.57 1.06 3.14 -0.1929
C 3.85 0.84 4.61 -0.1454
C 3.29 -0.55 4.87 -0.1418
C 3.51 -1.32 3.55 -0.1594
N 4.39 0.90 0.23 -0.1883
C 3.71 2.09 -0.31 -0.1962
C 4.87 3.00 -0.72 -0.1441
C 5.95 2.67 0.31 -0.1490
C 5.84 1.15 0.45 -0.1615
N 4.42 -1.69 0.37 -0.1634
C 4.58 -1.76 -1.12 -0.1780
C 4.73 -3.24 -1.43 -0.1539
C 3.99 -3.94 -0.29 -0.1580
C 4.34 -3.07 0.91 -0.1640
H 2.52 1.35 2.98 0.0769
H 4.21 1.82 2.68 0.1073
H 3.39 1.60 5.24 0.1214
H 4.93 0.86 4.79 0.1241
H 2.23 -0.50 5.10 0.1032
H 3.79 -1.05 5.70 0.1209
H 2.61 -1.86 3.27 0.0993
H 4.33 -2.02 3.62 0.1173
H 3.09 2.56 0.45 0.0785
H 3.07 1.81 -1.15 0.0673
H 4.58 4.05 -0.71 0.1193
H 5.21 2.74 -1.72 0.1219
H 5.73 3.16 1.26 0.1141
H 6.94 2.97 -0.01 0.1242
H 6.15 0.78 1.43 0.1186
H 6.43 0.64 -0.31 0.1151
H 5.45 -1.18 -1.43 0.1099
H 3.70 -1.33 -1.61 0.0906
H 5.78 -3.53 -1.43 0.1238
H 4.32 -3.49 -2.41 0.1171
H 4.30 -4.97 -0.16 0.1242
H 2.91 -3.92 -0.46 0.1094
H 5.31 -3.36 1.32 0.1304
H 3.60 -3.15 1.69 0.0939


Record 5
96
Properties=species:S:1:pos:R:3:lowdin_charge:R:1 method="wB97M-V/def2-TZVPD" smiles="CCOP(=O)(CC[C@@](CCC(=O)Nc1ccccc1)(OC)[C@H](C)OC)OCC.COP(=O)(OC)OC.COP(=O)(OC)OC" e_lumo_ev=0.30 e_homo_ev=-8.093
C -0.31 3.25 4.35 -0.1109
C -0.36 1.81 3.55 -0.3140
O -1.71 1.27 3.32 -0.2838
P -2.40 1.91 1.83 0.8034
O -3.95 2.17 2.17 -0.4005
C -2.41 0.59 0.40 -0.2135
C -2.66 -0.92 0.93 -0.1179
C -1.34 -1.95 0.83 -0.3242
C 0.09 -1.17 0.97 -0.0941
C 1.31 -1.94 1.73 -0.0837
C 2.40 -2.70 0.74 -0.2771
O 2.88 -3.89 1.16 -0.0713
N 2.91 -2.18 -0.58 0.0252
C 4.10 -3.01 -1.04 -0.1717
C 3.99 -4.41 -1.90 -0.0040
C 5.33 -5.24 -2.41 -0.0666
C 6.80 -4.64 -1.99 -0.0871
C 6.97 -3.26 -1.11 -0.0595
C 5.61 -2.47 -0.64 0.0020
O -1.52 -2.79 2.02 -0.1988
C -1.22 -4.19 1.84 -0.1177
C -1.57 -2.72 -0.61 -0.2697
C -0.22 -3.38 -1.27 -0.0574
O -2.08 -1.79 -1.68 -0.2371
C -3.04 -2.54 -2.53 -0.1251
O -1.53 3.35 1.37 -0.3205
C -2.39 4.32 0.68 -0.2770
C -2.60 3.99 -0.94 -0.0982
H -1.30 3.45 4.95 0.0979
H 0.00 4.17 3.66 0.0853
H 0.55 3.17 5.16 0.0810
H 0.25 1.83 2.53 0.1114
H 0.20 1.02 4.24 0.1320
H -3.36 0.89 -0.26 0.0949
H -1.48 0.75 -0.30 0.1040
H -2.99 -0.83 2.08 0.1323
H -3.61 -1.41 0.40 0.1386
H 0.02 -0.09 1.50 0.1018
H 0.46 -0.92 -0.14 0.1263
H 1.95 -1.11 2.29 0.1341
H 1.01 -2.71 2.55 0.1238
H 3.19 -1.17 -0.54 0.1306
H 2.93 -4.86 -2.19 0.0886
H 5.22 -6.22 -3.05 0.0794
H 7.78 -5.22 -2.33 0.0770
H 8.03 -2.85 -0.80 0.0835
H 5.69 -1.48 0.01 0.0696
H -1.98 -4.81 1.18 0.1060
H -1.28 -4.70 2.92 0.1185
H -0.09 -4.35 1.51 0.0942
H -2.42 -3.56 -0.56 0.1461
H -0.58 -3.93 -2.26 0.0898
H 0.31 -4.19 -0.62 0.0827
H 0.49 -2.51 -1.64 0.0871
H -2.68 -3.64 -2.79 0.0936
H -4.09 -2.69 -1.98 0.1039
H -3.22 -2.01 -3.58 0.1144
H -1.80 5.36 0.70 0.1311
H -3.42 4.54 1.20 0.1212
H -3.36 3.12 -1.15 0.0662
H -1.56 3.88 -1.46 0.0852
H -3.12 4.97 -1.39 0.0894
C -7.14 1.91 -0.47 -0.1033
O -7.53 1.10 -1.56 -0.2291
P -6.47 0.96 -2.76 0.4386
O -5.08 0.61 -2.33 -0.2451
O -6.60 2.36 -3.55 -0.2142
C -7.88 2.81 -3.92 -0.1127
O -7.16 -0.10 -3.76 -0.2189
C -6.92 -1.47 -3.49 -0.1116
H -8.04 2.23 0.06 0.0937
H -6.51 1.33 0.21 0.0913
H -6.60 2.80 -0.81 0.0882
H -8.22 3.55 -3.18 0.0914
H -8.61 2.00 -3.97 0.0866
H -7.82 3.30 -4.90 0.0939
H -7.63 -2.07 -4.06 0.0930
H -7.05 -1.68 -2.42 0.0919
H -5.91 -1.73 -3.80 0.0759
C 8.03 3.43 -0.30 -0.1108
O 7.68 3.01 1.01 -0.2275
P 6.49 1.93 1.12 0.4382
O 6.64 0.74 0.23 -0.2481
O 5.16 2.80 0.86 -0.2156
C 4.97 4.00 1.59 -0.1105
O 6.42 1.61 2.70 -0.2220
C 7.29 0.60 3.17 -0.1088
H 8.54 4.39 -0.24 0.0927
H 8.71 2.69 -0.74 0.0935
H 7.15 3.54 -0.93 0.0908
H 5.27 4.85 0.96 0.0919
H 5.55 4.01 2.51 0.0874
H 3.91 4.10 1.83 0.0926
H 7.33 0.65 4.26 0.0930
H 8.30 0.73 2.77 0.0917
H 6.90 -0.38 2.88 0.0912


Number 1: DFT total energy -52340.24050 eV. Number 2: DFT total energy -278905.91261 eV. Number 3: DFT total energy -130882.24004 eV. Number 4: DFT total energy -65211.25795 eV. Number 5: DFT total energy -85816.81482 eV.